[1]
Below is an isolated molecule of C21H24N4O4S2 at a distorted geometry, with properties calculated with ωB97M-V with the def2-TZVPD basis set.

Output
- E_HOMO (eV) = -8.929
- net charge = 0
- LUMO (eV) = -0.02
- spin multiplicity = 1
- SMILES string = CCCCOc1cccc(C(=O)Nc2ccc(S(=O)(=O)Nc3nnc(CC)s3)cc2)c1

Each line ends with the natural charge from an NBO analysis.
Geometry (Å):
S 5.077772 -0.738550 -0.567604  0.307
S 5.393349 2.429564 -0.258148  2.328
O 5.921076 1.865977 -1.459515  -0.916
O 5.869829 3.690930 0.206763  -0.917
O -1.178774 3.520713 1.431101  -0.583
O -5.005057 -0.358831 -0.962833  -0.494
N 5.733557 1.359377 1.011361  -0.865
N 5.301003 -2.045670 1.620750  -0.252
N 5.565056 -0.784218 1.950273  -0.317
N -0.527171 2.180241 -0.302640  -0.602
C -5.149198 3.116174 -0.009557  -0.187
C 1.581091 1.666795 -1.295117  -0.241
C 5.024347 -2.233403 0.387471  0.066
C 2.917223 3.014578 0.725758  -0.172
C -1.457690 2.773409 0.521405  0.664
C 2.959961 1.725606 -1.308700  -0.165
C -3.832435 3.405643 0.306515  -0.214
C -5.500904 1.851996 -0.431857  -0.240
C 4.724059 -3.549557 -0.225893  -0.450
C -3.211897 1.138958 -0.248534  -0.333
C 0.856399 2.281931 -0.269117  0.168
C -4.168478 -1.498751 -0.944536  -0.064
C 5.502904 0.026635 0.948227  0.217
C -5.229580 -2.474208 1.152551  -0.399
C 1.537269 2.963036 0.743449  -0.194
C -4.538501 0.842705 -0.541358  0.318
C -5.798876 -3.770039 0.587835  -0.607
C 5.835631 -3.972627 -1.186880  -0.594
C 3.616012 2.395990 -0.293852  -0.376
C -3.932335 -2.039377 0.468327  -0.428
C -2.861888 2.422101 0.168501  -0.053
H -5.966238 -1.675012 1.050325  0.208
H -6.084244 -3.654085 -0.454479  0.198
H -6.683366 -4.064290 1.147331  0.215
H -3.460253 -1.262104 1.073218  0.211
H -5.906172 3.879805 0.081860  0.221
H -6.522192 1.606327 -0.676149  0.228
H 4.623276 -4.278188 0.579341  0.238
H -2.453434 0.372168 -0.301165  0.217
H -4.707423 -2.235800 -1.543855  0.197
H -5.030514 -2.609527 2.217628  0.205
H 1.057451 1.145391 -2.083544  0.212
H 0.977717 3.446119 1.526730  0.258
H -0.895709 1.653975 -1.083385  0.404
H -3.540852 4.384004 0.653741  0.232
H 5.985046 1.736171 1.910553  0.443
H 3.463299 3.543669 1.490096  0.238
H 5.600587 -4.937277 -1.629034  0.213
H 3.538410 1.268104 -2.095027  0.247
H -3.213206 -1.290732 -1.443590  0.170
H 5.946149 -3.239703 -1.982736  0.206
H 3.778012 -3.486503 -0.768160  0.213
H -3.243909 -2.884128 0.403016  0.208
H -5.066658 -4.571838 0.658890  0.200
H 6.780483 -4.053687 -0.655735  0.215

Forces on the atoms, in the same order (eV/Å):
0.214 -0.827 0.790
0.018 -0.168 0.813
-0.321 -0.181 -0.026
-0.201 0.041 0.240
0.006 0.121 0.065
-0.220 0.196 0.006
0.202 1.115 -0.511
-0.148 -1.382 0.089
0.368 1.636 0.615
-0.214 -0.256 -0.295
0.033 -0.086 -0.011
-0.037 0.091 0.114
-0.222 0.600 -0.578
-0.057 0.003 -0.053
0.084 -0.089 -0.118
-0.040 0.009 -0.104
0.304 -0.023 0.023
0.093 -0.244 -0.014
0.106 -0.130 -0.214
0.003 -0.178 -0.077
0.468 0.043 0.070
0.382 -0.398 0.168
-0.425 -1.013 -1.012
0.144 -0.105 -0.057
-0.009 0.083 0.147
-0.097 0.310 -0.004
0.019 0.215 0.124
-0.173 -0.064 0.077
0.687 0.058 -0.177
-0.339 0.283 -0.133
-0.525 0.121 0.078
-0.001 0.033 0.116
-0.059 -0.067 -0.133
-0.097 -0.099 -0.020
0.117 -0.045 -0.029
-0.073 0.067 -0.006
-0.125 -0.033 -0.027
-0.082 0.090 0.003
0.024 -0.095 0.006
0.120 0.076 0.002
-0.054 0.071 0.011
-0.052 -0.049 -0.090
0.030 0.004 -0.003
-0.011 0.156 0.160
0.029 0.088 0.050
0.011 0.258 0.056
-0.029 0.098 0.166
0.034 -0.077 -0.093
-0.036 -0.054 -0.125
-0.119 0.009 -0.018
0.081 0.003 -0.118
-0.053 -0.091 0.067
0.094 -0.004 0.004
0.045 -0.127 -0.018
0.105 0.002 0.004

---

[2]
Below is a cluster of 2 separate species, C4H12N2O in total at a distorted geometry, with properties calculated with ωB97M-V with the def2-TZVPD basis set.

Output
- E_HOMO (eV) = -6.586
- net charge = 0
- LUMO (eV) = -0.23
- spin multiplicity = 1

Each line ends with the natural charge from an NBO analysis.
Geometry (Å):
O -2.971917 1.710275 -1.473047  -0.808
N -1.980490 -0.435708 -1.153531  -0.948
N 0.586379 0.911878 0.647393  -0.779
C 0.974125 -1.408337 -0.155839  -0.683
C 1.373573 -0.383837 0.817888  0.166
C 2.500087 -0.415624 1.529143  -0.387
C -2.075798 1.062547 -0.874917  0.218
H 0.233002 1.326625 1.498632  0.439
H 2.925325 0.365365 2.182458  0.220
H 1.583719 -2.326626 0.043406  0.233
H -0.341816 0.684080 0.127102  0.487
H 1.173965 -1.012827 -1.164482  0.240
H -2.346334 -0.581970 -2.082804  0.370
H -0.111544 -1.650736 -0.077288  0.283
H -0.987830 1.437961 -1.062242  -0.044
H -1.967205 1.205115 0.294641  -0.020
H 1.017300 1.596274 0.035288  0.443
H -2.723148 -0.809338 -0.495420  0.348
H 3.138606 -1.275118 1.363620  0.224

Forces on the atoms, in the same order (eV/Å):
-0.776 0.409 -0.147
-0.982 -0.108 2.598
-1.502 -1.964 -0.312
-0.305 -1.219 0.015
1.172 1.572 0.031
-0.091 0.549 0.017
1.576 0.212 0.209
0.369 0.284 0.438
-0.612 -0.298 -0.505
-0.547 0.789 -0.375
1.030 0.227 0.322
-0.257 -0.372 0.157
-0.115 0.182 -0.265
0.778 0.229 -0.294
0.006 0.061 -1.019
-0.902 -0.711 -0.074
0.354 0.094 0.120
0.997 0.209 -1.303
-0.193 -0.145 0.389

---

[3]
Below is an isolated molecule of C4H3N3O3 at a distorted geometry, with properties calculated with ωB97M-V with the def2-TZVPD basis set.

Output
- E_HOMO (eV) = -12.256
- net charge = 0
- LUMO (eV) = -1.05
- spin multiplicity = 1
- SMILES string = N#CC[C@@](O)(C#N)[N+](=O)[O-]

Each line ends with the natural charge from an NBO analysis.
Geometry (Å):
O -2.152092 0.785145 -1.104362  -0.338
O -1.978034 0.753705 1.006512  -0.345
O 0.324033 0.190200 -1.531489  -0.668
N -1.578336 0.523370 -0.107412  0.514
N -0.769638 -2.752380 -0.146347  -0.240
N 3.078306 -0.566239 0.306914  -0.253
C -0.536670 -1.621785 -0.077814  0.204
C 2.102219 0.070944 0.425477  0.248
C -0.236560 -0.058098 -0.260059  0.315
C 0.806214 0.534425 0.831160  -0.518
H 0.654568 1.628104 0.920052  0.277
H -0.320634 0.463472 -2.158421  0.511
H 0.606625 0.049137 1.895789  0.293

Forces on the atoms, in the same order (eV/Å):
-1.185 0.327 -2.356
0.198 -0.366 0.650
0.552 -0.593 2.515
-0.131 1.188 1.578
0.225 1.171 0.291
-2.198 1.863 -0.027
0.600 1.218 -0.643
3.119 -2.070 0.162
2.319 -2.152 -0.062
-2.548 -1.259 1.249
0.277 -0.646 -0.274
-1.424 0.235 -0.827
0.196 1.084 -2.257